DFT (wB97M-V/def2-TZVPD) results for a 7-piece molecular cluster, C3H21N3O7 overall at a distorted geometry.

Atoms and positions in Å:
1 N 1.365 2.141 -0.473
2 C 0.338 2.704 -1.326
3 N -0.961 2.077 -1.159
4 C -1.041 0.757 -1.457
5 O -0.098 0.155 -1.950
6 C -2.293 0.022 -0.989
7 N -2.195 -1.408 -1.244
8 H 1.057 2.032 0.491
9 H 1.443 1.201 -0.842
10 H 0.655 2.698 -2.367
11 H 0.278 3.779 -1.141
12 H -1.597 2.539 -0.543
13 H -3.123 0.441 -1.556
14 H -2.368 0.179 0.087
15 H -2.421 -1.564 -2.215
16 H -1.231 -1.720 -1.182
17 O -0.337 1.928 2.291
18 H -0.897 2.704 2.361
19 H -0.713 1.200 2.820
20 O 3.413 0.373 0.067
21 H 3.335 1.336 0.139
22 H 4.165 0.280 -0.527
23 O -0.965 -0.672 2.955
24 H -0.139 -1.072 3.236
25 H -1.004 -0.833 2.006
26 O 2.016 -3.053 -1.077
27 H 1.685 -3.660 -0.411
28 H 1.402 -2.317 -1.160
29 O -1.395 -3.102 1.242
30 H -1.802 -2.487 0.620
31 H -0.505 -3.275 0.927
32 O 0.956 -1.061 0.704
33 H 1.727 -0.853 0.154
34 H 1.248 -1.469 1.521

Values from the calculation:
- HOMO-LUMO gap (hartree) = 0.361
- energy relative to the best compared isomer or geometry (same formula, charge and spin) (kJ/mol) = 16.1
- DFT total energy (eV) = -22255.2186
- highest occupied orbital energy (eV) = -9.52

natural (NBO) atomic charge list, values in e, 6 entries: -0.8762, -0.0636, -0.6295, 0.6709, -0.6587, -0.3176

=====

DFT (wB97M-V/def2-TZVPD) results for a 7-piece molecular cluster, C3H21NO7S overall at a distorted geometry.

Atoms and positions in Å:
1 O -0.056 -2.810 -0.122
2 C -0.004 -2.134 -1.345
3 N -0.966 -1.039 -1.357
4 C -0.556 0.273 -2.003
5 C 0.506 0.992 -1.149
6 S 1.935 1.683 -1.995
7 H 0.429 -2.247 0.512
8 H 0.979 -1.836 -1.765
9 H -0.327 -2.903 -2.056
10 H -1.438 -0.829 -0.493
11 H -0.264 0.184 -3.081
12 H -1.551 0.712 -1.914
13 H 0.009 1.744 -0.535
14 H 0.787 0.247 -0.375
15 H 1.392 2.663 -2.828
16 O 2.916 -2.266 0.777
17 H 3.285 -2.102 1.649
18 H 3.601 -1.967 0.162
19 O 0.235 -0.654 2.425
20 H 0.295 -0.868 3.368
21 H -0.664 -0.322 2.282
22 O -3.915 -0.270 -0.362
23 H -3.468 -0.207 -1.212
24 H -3.773 0.566 0.088
25 O -0.941 2.828 1.517
26 H -0.609 3.488 2.140
27 H -0.139 2.356 1.263
28 O 3.628 0.365 -0.120
29 H 2.697 0.180 0.056
30 H 3.742 1.208 0.340
31 O -2.309 0.709 1.995
32 H -3.241 0.560 2.197
33 H -2.213 1.697 1.942

Values from the calculation:
- HOMO-LUMO gap (hartree) = 0.307
- energy relative to the best compared isomer or geometry (same formula, charge and spin) (kJ/mol) = 90.8
- DFT total energy (eV) = -30108.4085
- highest occupied orbital energy (eV) = -8.35

natural (NBO) atomic charge list, values in e, 6 entries: -0.7065, 0.0929, -0.6790, -0.2378, -0.5841, -0.0336

=====

DFT (wB97M-V/def2-TZVPD) results for C3H22F3Hf2O20S3 as an isolated structure at a distorted geometry.

Atoms and positions in Å:
1 Hf -3.585 1.502 2.608
2 Hf 1.055 -1.622 1.955
3 S -1.558 -0.222 4.037
4 O -2.847 -0.471 3.293
5 O -1.541 1.241 3.687
6 O -1.733 -0.439 5.433
7 O -0.408 -0.936 3.504
8 S -0.875 0.210 0.496
9 O -2.039 0.885 1.114
10 O -0.648 0.580 -0.867
11 O 0.368 0.365 1.301
12 O -0.878 -1.246 0.676
13 C 1.135 -5.287 -0.771
14 F 2.247 -5.568 -0.104
15 F 0.996 -6.063 -1.803
16 F 0.063 -5.420 0.016
17 S 1.299 -3.472 -1.294
18 O 1.181 -2.676 -0.021
19 O 2.622 -3.311 -1.834
20 O 0.198 -3.210 -2.191
21 O -4.021 2.519 0.271
22 H -3.537 2.506 -0.620
23 H -4.953 2.459 0.000
24 O -0.557 -3.342 2.379
25 H -1.478 -3.242 2.092
26 H -0.464 -4.274 2.639
27 O -1.055 -0.647 -3.227
28 H -0.843 -1.580 -3.085
29 H -0.968 -0.230 -2.363
30 O -1.080 4.177 0.057
31 H -0.211 4.500 -0.216
32 H -1.358 3.578 -0.658
33 O 2.123 0.232 3.128
34 H 2.591 0.230 3.980
35 H 1.940 1.164 2.933
36 O -2.785 2.486 -2.015
37 H -2.889 2.552 -2.977
38 H -2.186 1.736 -1.882
39 O 2.481 -0.632 0.235
40 H 2.722 -0.996 -0.638
41 H 2.912 0.238 0.281
42 O -2.329 3.395 2.281
43 H -1.824 3.766 1.482
44 H -2.149 4.027 2.999
45 C 3.687 1.423 -3.282
46 C 2.292 0.927 -2.958
47 O 1.793 1.509 -1.759
48 H 3.707 2.513 -3.215
49 H 3.987 1.123 -4.282
50 H 4.394 1.059 -2.533
51 H 2.338 -0.171 -2.929
52 H 1.675 1.123 -3.840
53 H 0.994 1.030 -1.510

Values from the calculation:
- charge = +3
- HOMO-LUMO gap (hartree) = 0.127
- energy relative to the best compared isomer or geometry (same formula, charge and spin) (kJ/mol) = 0.0
- DFT total energy (eV) = -87664.1562
- highest occupied orbital energy (eV) = -16.67

Löwdin atomic charge list, values in e, 6 entries: 2.3501, 2.1986, 0.3899, -0.3964, -0.3758, -0.1597

=====

DFT (wB97M-V/def2-TZVPD) results for a 9-piece molecular cluster, C3H22NO10S overall at a distorted geometry.

Atoms and positions in Å:
1 C 1.444 0.287 1.781
2 C 2.156 -0.762 2.587
3 S 3.920 -0.098 2.642
4 N -0.017 -0.001 1.761
5 C -0.856 0.307 0.723
6 O -0.389 0.967 -0.310
7 O -2.051 -0.073 0.869
8 H 1.519 1.253 2.324
9 H 1.852 0.135 0.754
10 H 1.685 -0.877 3.609
11 H 1.939 -1.862 2.188
12 H 3.816 0.714 1.513
13 H -0.337 -0.785 2.408
14 H -2.917 -1.844 1.638
15 H -1.703 -2.447 1.653
16 O -2.488 -2.486 2.147
17 H 2.767 0.858 -1.466
18 H 1.279 0.505 -1.308
19 O 2.039 0.400 -1.915
20 H -3.354 0.753 -0.769
21 H -2.486 1.835 -1.329
22 O -3.327 1.693 -0.989
23 H 2.714 -1.823 -3.257
24 H 1.517 -1.146 -3.817
25 O 1.833 -1.995 -3.717
26 H 0.185 -3.499 -2.352
27 H -0.344 -3.781 -0.950
28 O -0.207 -4.115 -1.782
29 H 0.994 2.015 0.055
30 H 1.071 3.459 0.630
31 O 1.591 2.788 0.272
32 H -2.167 0.603 -2.737
33 H -1.123 0.314 -3.734
34 O -2.072 0.319 -3.568
35 H -2.372 2.292 1.682
36 H -3.409 2.872 1.121
37 O -2.699 3.226 1.644

Values from the calculation:
- charge = -1
- HOMO-LUMO gap (hartree) = 0.332
- energy relative to the best compared isomer or geometry (same formula, charge and spin) (kJ/mol) = 319.4
- DFT total energy (eV) = -36270.4955
- highest occupied orbital energy (eV) = -6.54

natural (NBO) atomic charge list, values in e, 6 entries: -0.2566, -0.5010, -0.0843, -0.6834, 0.8808, -0.8722

=====

DFT (wB97M-V/def2-TZVPD) results for a 10-piece molecular cluster, C3H23N2O12 overall at a distorted geometry.

Atoms and positions in Å:
1 O -2.606 3.959 -1.380
2 C -1.974 3.500 -0.443
3 N -1.268 4.365 0.335
4 C -2.069 2.077 0.088
5 N -1.241 1.817 1.275
6 C -0.323 0.724 1.175
7 O 0.145 0.303 2.278
8 O 0.182 0.464 0.062
9 H -0.627 4.166 1.081
10 H -1.250 5.336 0.053
11 H -1.815 1.351 -0.670
12 H -3.092 1.951 0.458
13 H -1.641 2.031 2.164
14 H -0.412 -1.523 1.563
15 H -1.341 -2.415 0.766
16 O -0.792 -2.434 1.556
17 H 3.360 -1.761 3.443
18 H 1.905 -1.387 2.952
19 O 2.729 -1.826 2.724
20 H 2.891 -1.078 1.206
21 H 2.295 0.088 0.442
22 O 3.026 -0.527 0.417
23 H 1.603 -4.750 -1.451
24 H 2.906 -3.900 -1.799
25 O 2.453 -4.751 -1.885
26 H -1.155 -0.208 -5.037
27 H -0.732 -0.832 -3.679
28 O -1.463 -0.766 -4.316
29 H -1.930 -0.803 -2.209
30 H -1.872 -0.695 -0.730
31 O -2.421 -1.101 -1.432
32 H 2.868 -1.667 -0.828
33 H 3.170 -1.599 -2.451
34 O 2.819 -2.122 -1.699
35 H 1.044 -0.248 -2.015
36 H -0.136 0.661 -2.088
37 O 0.423 0.104 -2.636
38 H -0.628 1.068 3.705
39 H -1.738 0.882 4.774
40 O -1.295 1.545 4.230

Values from the calculation:
- charge = -1
- HOMO-LUMO gap (hartree) = 0.345
- energy relative to the best compared isomer or geometry (same formula, charge and spin) (kJ/mol) = 184.2
- DFT total energy (eV) = -31039.3873
- highest occupied orbital energy (eV) = -6.60

natural (NBO) atomic charge list, values in e, 6 entries: -0.6344, 0.6627, -0.8292, -0.3196, -0.6993, 0.8742

=====

DFT (wB97M-V/def2-TZVPD) results for a 9-piece molecular cluster, C3H24O9 overall at a distorted geometry.

Atoms and positions in Å:
1 C -20.422 7.102 -17.032
2 C -21.678 6.328 -17.293
3 C -22.431 6.748 -18.549
4 O -21.144 5.028 -17.474
5 H -19.746 6.603 -16.337
6 H -20.684 8.083 -16.636
7 H -19.893 7.328 -17.958
8 H -22.269 6.201 -16.386
9 H -22.160 7.715 -18.974
10 H -23.463 6.672 -18.205
11 H -22.183 6.046 -19.345
12 H -20.249 5.138 -17.802
13 O -23.872 7.778 -14.897
14 H -24.140 6.896 -14.638
15 H -24.627 8.129 -15.368
16 O -23.328 3.253 -17.241
17 H -23.525 2.862 -18.093
18 H -22.511 3.731 -17.380
19 O -24.852 9.038 -19.751
20 H -25.508 8.368 -19.559
21 H -24.270 8.627 -20.390
22 O -19.149 8.934 -14.093
23 H -18.972 8.692 -15.002
24 H -18.361 8.672 -13.617
25 O -23.844 7.280 -21.579
26 H -23.866 6.336 -21.737
27 H -23.374 7.639 -22.332
28 O -23.489 5.152 -14.297
29 H -23.464 4.332 -14.791
30 H -23.843 4.906 -13.442
31 O -18.296 4.954 -18.098
32 H -18.186 4.761 -19.029
33 H -17.569 4.500 -17.671
34 O -21.059 5.689 -13.373
35 H -21.509 5.340 -14.142
36 H -21.725 6.206 -12.919

Values from the calculation:
- HOMO-LUMO gap (hartree) = 0.373
- energy relative to the best compared isomer or geometry (same formula, charge and spin) (kJ/mol) = 148.1
- DFT total energy (eV) = -21927.3949
- highest occupied orbital energy (eV) = -9.93

natural (NBO) atomic charge list, values in e, 6 entries: -0.6413, 0.0816, -0.6407, -0.7852, 0.2209, 0.2203

=====

DFT (wB97M-V/def2-TZVPD) results for a 10-piece molecular cluster, C3H26O10 overall at a distorted geometry.

Atoms and positions in Å:
1 C 13.854 -14.358 -18.772
2 O 15.037 -13.728 -19.258
3 H 13.132 -14.405 -19.594
4 H 14.099 -15.373 -18.478
5 H 13.386 -13.814 -17.950
6 H 14.830 -12.826 -19.513
7 C 14.248 -14.270 -23.362
8 O 14.469 -13.424 -22.242
9 H 14.220 -13.672 -24.277
10 H 15.052 -14.996 -23.464
11 H 13.309 -14.828 -23.288
12 H 13.735 -12.810 -22.139
13 C 14.729 -18.227 -23.148
14 O 14.417 -19.213 -24.139
15 H 15.456 -18.670 -22.453
16 H 15.283 -17.404 -23.592
17 H 13.833 -17.901 -22.621
18 H 13.817 -19.840 -23.729
19 O 17.337 -13.197 -23.906
20 H 17.852 -14.011 -23.892
21 H 16.470 -13.472 -23.595
22 O 11.953 -15.738 -26.008
23 H 11.334 -15.924 -25.295
24 H 11.413 -15.678 -26.802
25 O 16.944 -14.868 -21.264
26 H 16.030 -14.595 -21.092
27 H 17.446 -14.501 -20.532
28 O 18.328 -16.183 -23.416
29 H 17.774 -15.662 -22.810
30 H 18.661 -16.892 -22.859
31 O 12.940 -11.016 -21.720
32 H 13.696 -10.673 -22.214
33 H 12.692 -10.301 -21.124
34 O 14.876 -15.576 -26.169
35 H 14.958 -16.114 -26.960
36 H 13.930 -15.579 -25.962
37 O 10.742 -12.909 -20.498
38 H 10.170 -12.838 -21.268
39 H 11.337 -12.156 -20.569

Values from the calculation:
- HOMO-LUMO gap (hartree) = 0.367
- energy relative to the best compared isomer or geometry (same formula, charge and spin) (kJ/mol) = 207.1
- DFT total energy (eV) = -24006.6383
- highest occupied orbital energy (eV) = -10.08

natural (NBO) atomic charge list, values in e, 6 entries: -0.2521, -0.7388, 0.1761, 0.1841, 0.1643, 0.4694

=====

DFT (wB97M-V/def2-TZVPD) results for C3H2AuO3 as an isolated structure at a distorted geometry.

Atoms and positions in Å:
1 O -0.413 -1.102 -1.235
2 C 0.369 -0.939 -2.165
3 H 0.045 -1.228 -3.174
4 H 1.323 -0.422 -1.984
5 O -0.451 0.326 0.372
6 Au -0.379 -1.387 0.678
7 O -0.631 0.594 1.905
8 C -0.149 1.559 2.449
9 C 0.286 2.599 3.154

Values from the calculation:
- charge = +3
- 2S+1 = 3
- <S²> = 2.158
- HOMO-LUMO gap (spin up / spin down) (hartree) = 0.263 / 0.246
- energy relative to the best compared isomer or geometry (same formula, charge and spin) (kJ/mol) = 563.4
- DFT total energy (eV) = -12922.0619
- highest occupied orbital energy (spin up / spin down) (eV) = -26.28 / -25.91

natural (NBO) atomic charge list, values in e, 6 entries: -0.4805, 0.4696, 0.3177, 0.2548, -0.1487, 1.6771

=====

DFT (wB97M-V/def2-TZVPD) results for C3H2BaFO2 as an isolated structure at a distorted geometry.

Atoms and positions in Å:
1 F 3.018 -1.082 0.683
2 H 1.548 0.482 -1.645
3 O 0.482 -0.289 0.024
4 C 1.540 -0.221 -0.752
5 C 2.818 -0.177 -0.365
6 H 3.523 0.644 -0.457
7 Ba -2.021 -0.009 0.485
8 O -6.008 0.366 1.076
9 C -4.900 0.286 0.951

Values from the calculation:
- charge = +1
- HOMO-LUMO gap (hartree) = 0.183
- energy relative to the best compared isomer or geometry (same formula, charge and spin) (kJ/mol) = 0.2
- DFT total energy (eV) = -10640.4695
- highest occupied orbital energy (eV) = -10.07

Löwdin atomic charge list, values in e, 6 entries: -0.0628, 0.1051, -0.5337, -0.3843, -0.1216, 0.1108

=====

DFT (wB97M-V/def2-TZVPD) results for C3H2BeFO2 as an isolated structure at a distorted geometry.

Atoms and positions in Å:
1 F 1.192 -1.004 1.165
2 O -1.471 0.108 -0.929
3 O -0.606 0.556 1.325
4 C -0.259 0.132 -1.553
5 C 0.715 -0.179 -0.547
6 C -0.045 -0.340 0.657
7 H -0.221 -0.543 -2.423
8 H 1.688 0.311 -0.579
9 Be -1.539 1.260 0.457

Values from the calculation:
- charge = +1
- HOMO-LUMO gap (spin up / spin down) (hartree) = 0.262 / 0.253
- energy relative to the best compared isomer or geometry (same formula, charge and spin) (kJ/mol) = 75.4
- DFT total energy (eV) = -10344.1150
- highest occupied orbital energy (spin up / spin down) (eV) = -14.58 / -14.36

natural (NBO) atomic charge list, values in e, 6 entries: -0.3054, -0.8953, -0.8912, 0.2800, -0.3340, 0.8694

=====

DFT (wB97M-V/def2-TZVPD) results for C3H2BiO2 as an isolated structure at a distorted geometry.

Atoms and positions in Å:
1 O -0.520 1.530 0.020
2 C -1.030 0.323 0.064
3 C -0.271 -0.798 -0.111
4 O 1.035 -0.411 -0.489
5 C 1.972 -0.569 0.505
6 Bi 1.487 1.545 -0.103
7 H -2.098 0.220 0.301
8 H -0.574 -1.840 -0.188

Values from the calculation:
- charge = +1
- HOMO-LUMO gap (spin up / spin down) (hartree) = 0.248 / 0.254
- energy relative to the best compared isomer or geometry (same formula, charge and spin) (kJ/mol) = 150.8
- DFT total energy (eV) = -13063.3576
- highest occupied orbital energy (spin up / spin down) (eV) = -13.89 / -13.54

natural (NBO) atomic charge list, values in e, 6 entries: -0.7752, 0.1741, -0.0872, -0.6470, 0.2141, 1.6069

=====

DFT (wB97M-V/def2-TZVPD) results for C3H2Br2Cl2 as an isolated structure at a distorted geometry.

Atoms and positions in Å:
1 C -0.290 -0.396 0.674
2 C -1.363 -0.571 -0.105
3 C 1.231 0.463 -0.261
4 Cl -2.698 -1.294 0.524
5 Cl -1.527 -0.193 -1.765
6 Br 2.637 -0.065 0.841
7 Br 1.038 2.408 -0.339
8 H -0.455 -0.474 1.730
9 H 1.427 0.121 -1.300

Values from the calculation:
- HOMO-LUMO gap (hartree) = 0.367
- energy relative to the best compared isomer or geometry (same formula, charge and spin) (kJ/mol) = 130.8
- DFT total energy (eV) = -168270.4669
- highest occupied orbital energy (eV) = -9.79

natural (NBO) atomic charge list, values in e, 6 entries: -0.1774, -0.1843, -0.4179, 0.0907, 0.0579, 0.0971

=====

Question: energy relative to the best compared isomer or geometry (same formula, charge and spin) of number 6 (C3H24O9)?
Answer: 148.1 kJ/mol